C5H7NO | ωB97M-V/def2-TZVPD

- E_LUMO (eV) = 0.91
- relative energy (zero: lowest compared OMol25 entry of this formula, charge and spin) (kJ/mol) = 479.2
- Kohn-Sham gap (eV) = 7.61
- energy (hartree) = -324.54196
- net charge = 0

XYZ file:
```
14
Properties=species:S:1:pos:R:3:forces:R:3
O 0.834702 0.083886 -1.047190 0.0 0.1 0.0
C 0.565978 1.107439 -0.188530 -0.2 0.1 0.2
N -0.681965 1.529138 -0.063707 0.2 0.0 0.0
C -1.811257 1.170872 -0.685839 -0.1 0.0 -0.1
C 0.409276 -1.195669 -0.559233 -0.1 -0.2 0.0
C 1.047750 -1.563246 0.710837 0.2 -0.1 0.5
C 1.552322 -1.853122 1.765327 -0.2 0.1 -0.4
H 1.329056 1.467917 0.486753 -0.1 0.0 -0.1
H -0.787434 2.241888 0.650771 0.0 -0.1 -0.1
H -1.743786 0.520731 -1.545391 0.0 0.1 0.1
H -2.706051 1.724308 -0.446107 0.2 -0.1 0.0
H -0.682502 -1.210197 -0.435051 0.2 0.0 0.0
H 0.673585 -1.911839 -1.342593 0.0 0.1 0.1
H 2.000326 -2.112105 2.699954 -0.1 0.0 -0.2
```
Forces are in eV/Å.

These are the natural (NBO) partial charges, in e, on atoms 1 to 5: O -0.508; C 0.146; N -0.408; C -0.456; C -0.152

---

C5H7NO | ωB97M-V/def2-TZVPD

- E_LUMO (eV) = 0.82
- relative energy (zero: lowest compared OMol25 entry of this formula, charge and spin) (kJ/mol) = 56.5
- Kohn-Sham gap (eV) = 10.12
- energy (hartree) = -324.70296
- SMILES = O=C1CC=CCN1
- net charge = 0

XYZ file:
```
14
Properties=species:S:1:pos:R:3:forces:R:3
O -2.408815 0.710282 -0.805674 0.3 0.1 0.4
C -1.318589 0.480277 -0.324896 -0.1 0.2 0.1
C -0.137576 1.417170 -0.413147 0.0 0.1 -0.2
C 1.167399 0.667295 -0.460376 0.1 -0.2 0.0
C 1.287973 -0.589000 -0.038624 0.0 0.2 -0.1
C 0.142351 -1.360479 0.546687 0.2 0.0 0.0
N -1.075937 -0.584656 0.519257 0.0 0.1 -0.1
H -0.190306 2.009356 0.515771 0.0 0.0 -0.2
H -0.273358 2.112469 -1.242011 0.1 -0.1 0.0
H 2.030350 1.194246 -0.857195 -0.1 -0.1 0.0
H 2.235468 -1.115695 -0.117998 -0.1 0.1 0.0
H 0.367333 -1.655029 1.580141 0.0 0.1 -0.1
H 0.007105 -2.301890 -0.013416 0.1 0.2 0.1
H -1.774013 -0.731326 1.213798 -0.6 -0.6 0.0
```
Forces are in eV/Å.

These are the natural (NBO) partial charges, in e, on atoms 1 to 5: O -0.570; C 0.696; C -0.544; C -0.178; C -0.201

---

C5H7NO | ωB97M-V/def2-TZVPD

- E_LUMO (eV) = 0.86
- relative energy (zero: lowest compared OMol25 entry of this formula, charge and spin) (kJ/mol) = 77.3
- Kohn-Sham gap (eV) = 10.66
- energy (hartree) = -324.69502
- SMILES = C/C=C\CN=C=O
- net charge = 0

XYZ file:
```
14
Properties=species:S:1:pos:R:3:forces:R:3
C -0.077714 -0.327051 1.631480 0.0 -0.1 0.0
C -0.176372 0.972037 0.886649 0.0 0.0 -0.2
C 0.217309 1.198972 -0.366336 -0.1 0.0 0.2
C 0.861380 0.168694 -1.269078 0.2 0.1 0.1
N -0.037623 -0.869356 -1.733625 -0.6 -0.3 0.1
C -1.026916 -1.427021 -1.334278 -0.1 -0.1 0.0
O -1.989379 -2.042937 -1.052102 0.6 0.4 -0.2
H 0.458265 -0.192804 2.578089 -0.1 0.0 -0.1
H -1.078361 -0.701894 1.878950 0.1 0.1 0.0
H 0.435939 -1.104010 1.057157 -0.1 0.1 0.1
H -0.631310 1.797212 1.434333 0.1 -0.1 -0.1
H 0.069962 2.188856 -0.793050 0.0 -0.1 0.1
H 1.703292 -0.317839 -0.761876 -0.1 0.1 -0.1
H 1.271530 0.657142 -2.156312 -0.1 -0.1 0.1
```
Forces are in eV/Å.

These are the natural (NBO) partial charges, in e, on atoms 1 to 5: C -0.665; C -0.145; C -0.227; C -0.255; N -0.548

---

C5H7NO | ωB97M-V/def2-TZVPD

- E_LUMO (alpha / beta) (eV) = -0.66 / -0.66
- relative energy (zero: lowest compared OMol25 entry of this formula, charge and spin) (kJ/mol) = 484.3
- Kohn-Sham gap (alpha / beta) (eV) = 8.48 / 8.48
- energy (hartree) = -324.54001
- SMILES = CC1=C(N=O)[C@@H]1C
- net charge = 0

XYZ file:
```
14
Properties=species:S:1:pos:R:3:forces:R:3
C -0.309642 1.624679 1.249309 0.0 0.0 0.0
C -0.289373 0.587977 0.199479 -0.2 -0.1 0.0
C -0.875847 -0.360208 -0.470529 0.2 0.2 0.2
N -2.008814 -1.189507 -0.635979 -0.2 0.1 0.4
O -2.714199 -1.190342 0.353862 0.1 -0.1 -0.4
C 0.500663 -0.036907 -0.937129 0.2 0.0 -0.2
C 1.629031 -1.015174 -0.658794 0.0 0.0 0.0
H -1.131013 1.450306 1.948734 0.1 0.0 -0.1
H -0.439701 2.614867 0.796529 0.1 -0.1 0.0
H 0.638784 1.638248 1.795123 -0.1 0.0 -0.1
H 0.644881 0.561587 -1.844238 -0.1 -0.1 0.1
H 1.395446 -1.614729 0.228125 0.1 0.1 -0.1
H 1.754855 -1.701502 -1.503709 0.0 0.1 0.1
H 2.585338 -0.508161 -0.489964 -0.1 0.0 0.0
```
Forces are in eV/Å.

These are the natural (NBO) partial charges, in e, on atoms 1 to 5: C -0.672; C 0.135; C 0.003; N 0.121; O -0.276

---

C5H7NO | ωB97M-V/def2-TZVPD

- E_LUMO (eV) = 0.94
- relative energy (zero: lowest compared OMol25 entry of this formula, charge and spin) (kJ/mol) = 277.9
- Kohn-Sham gap (eV) = 10.15
- energy (hartree) = -324.61863
- SMILES = C[C@]12N[C@H]1CC2=O
- net charge = 0

XYZ file:
```
14
Properties=species:S:1:pos:R:3:forces:R:3
C 1.446557 1.307914 0.199002 -0.1 0.0 0.1
C 0.192401 0.482945 0.121763 0.2 -0.3 -0.5
N -1.139137 1.022842 0.428717 -0.2 -0.8 -0.3
C -0.841957 -0.288437 0.928648 -0.9 -2.0 -1.1
C -0.944079 -1.489924 -0.314305 -0.3 0.8 1.1
C 0.196556 -0.695924 -0.829665 0.6 -0.3 -0.5
O 1.079529 -1.131959 -1.516443 0.5 0.6 -0.4
H 2.332145 0.692474 0.386159 -0.2 0.1 0.1
H 1.381597 2.118862 0.920952 0.0 -0.1 0.1
H 1.572136 1.741783 -0.801054 0.0 0.0 0.2
H -1.848027 0.966283 -0.293861 0.2 0.3 -0.4
H -1.081820 -0.592604 1.933792 0.6 0.3 0.3
H -1.783779 -1.609266 -1.036843 0.0 0.6 1.0
H -0.562122 -2.524989 -0.126863 -0.4 0.9 0.4
```
Forces are in eV/Å.

These are the natural (NBO) partial charges, in e, on atoms 1 to 5: C -0.621; C -0.007; N -0.559; C -0.027; C -0.545

---

C5H7NO | ωB97M-V/def2-TZVPD

- E_LUMO (eV) = 0.71
- relative energy (zero: lowest compared OMol25 entry of this formula, charge and spin) (kJ/mol) = 179.5
- Kohn-Sham gap (eV) = 10.81
- energy (hartree) = -324.65612
- SMILES = C=C(C)C#N.C=O
- net charge = 0

XYZ file:
```
14
Properties=species:S:1:pos:R:3:forces:R:3
C -0.676250 -1.161124 0.356607 0.0 0.1 0.0
C -0.968838 0.079251 -0.041292 0.0 -0.2 0.1
C -2.346949 0.686221 -0.058811 -0.1 0.0 0.0
C 0.106461 0.934380 -0.490799 0.8 0.6 -0.3
N 0.960775 1.628972 -0.853576 -0.9 -0.7 0.4
H -1.466846 -1.822018 0.702447 0.1 0.1 -0.1
H 0.342574 -1.539539 0.359226 -0.2 0.1 0.0
H -2.399176 1.550433 0.612099 0.0 -0.1 -0.1
H -3.087852 -0.050935 0.260942 0.1 0.1 0.0
H -2.608715 1.033595 -1.063844 0.1 0.0 0.1
C 3.040774 -0.317350 0.044694 -0.1 -0.3 0.2
O 2.546594 -1.236251 0.653993 0.3 0.4 -0.3
H 2.965704 -0.227488 -1.053261 0.0 -0.1 0.1
H 3.595392 0.490539 0.557141 -0.1 -0.1 0.0
```
Forces are in eV/Å.

These are the natural (NBO) partial charges, in e, on atoms 1 to 5: C -0.296; C -0.142; C -0.622; C 0.286; N -0.345

---

C5H7NO | ωB97M-V/def2-TZVPD

- E_LUMO (eV) = 0.89
- relative energy (zero: lowest compared OMol25 entry of this formula, charge and spin) (kJ/mol) = 407.4
- Kohn-Sham gap (eV) = 10.01
- energy (hartree) = -324.56930
- SMILES = C#CCCNC=O
- net charge = 0

XYZ file:
```
14
Properties=species:S:1:pos:R:3:forces:R:3
C 1.182817 0.984201 -0.803262 1.4 -0.7 -0.7
C 1.172083 -0.156694 -0.439275 1.2 0.6 -1.0
C 0.893385 -1.469700 0.072902 -0.4 0.9 0.4
C -0.445130 -1.096645 0.809232 -1.1 0.9 0.9
N -0.954734 0.471508 1.365678 1.5 -1.6 -1.2
C -1.253131 1.403104 0.368620 0.4 -0.1 -0.6
O -0.509803 2.304858 0.043835 -1.3 0.6 0.9
H 1.416131 1.905487 -1.259239 -0.2 0.4 0.0
H 1.703915 -1.853333 0.716175 -0.5 0.3 0.1
H 0.814587 -2.195847 -0.769294 -0.6 0.4 0.7
H -1.270807 -1.391790 0.166665 -0.2 0.0 0.4
H -0.467266 -1.488530 1.803804 -0.3 -0.9 0.2
H -0.185880 0.919220 1.875183 0.1 -0.6 -0.1
H -2.213359 1.261194 -0.151718 0.0 -0.2 0.0
```
Forces are in eV/Å.

These are the natural (NBO) partial charges, in e, on atoms 1 to 5: C -0.203; C -0.056; C -0.511; C -0.168; N -0.669

---

C5H7NO | ωB97M-V/def2-TZVPD

- E_LUMO (eV) = 0.83
- relative energy (zero: lowest compared OMol25 entry of this formula, charge and spin) (kJ/mol) = 170.8
- Kohn-Sham gap (eV) = 10.61
- energy (hartree) = -324.65940
- SMILES = C#C[C@H](C)C(N)=O
- net charge = 0

XYZ file:
```
14
Properties=species:S:1:pos:R:3:forces:R:3
C -1.825184 1.170057 -1.410001 0.2 -0.1 0.3
C -1.078559 0.837906 -0.529215 -0.8 0.1 -0.2
C 0.074011 0.390341 0.246354 0.1 0.1 -0.3
C 1.230818 0.720513 -0.745907 0.3 -0.1 0.1
C -0.085466 -1.123335 0.508393 0.0 -0.1 -0.3
N 0.007482 -1.533122 1.809282 -0.1 0.0 -0.1
O -0.281780 -1.899545 -0.403219 0.2 0.2 0.3
H -2.420696 1.458185 -2.241553 -0.2 0.0 0.1
H 0.194064 0.923457 1.203410 -0.1 0.0 -0.4
H 2.136557 1.000573 -0.212243 0.2 -0.2 0.0
H 0.934693 1.558259 -1.389958 0.2 -0.2 0.4
H 1.406745 -0.131956 -1.409230 0.0 0.1 0.2
H -0.270413 -2.486986 1.995766 0.1 0.2 0.0
H -0.022272 -0.884344 2.578120 0.0 0.0 -0.2
```
Forces are in eV/Å.

These are the natural (NBO) partial charges, in e, on atoms 1 to 5: C -0.241; C 0.015; C -0.394; C -0.582; C 0.689

---

C5H7NO | ωB97M-V/def2-TZVPD

- E_LUMO (alpha / beta) (eV) = 0.58 / 0.58
- relative energy (zero: lowest compared OMol25 entry of this formula, charge and spin) (kJ/mol) = 580.3
- Kohn-Sham gap (alpha / beta) (eV) = 7.48 / 7.48
- energy (hartree) = -324.50343
- net charge = 0

XYZ file:
```
14
Properties=species:S:1:pos:R:3:forces:R:3
C -0.900440 -0.247348 -0.604545 0.0 0.2 0.0
C 0.447078 1.039837 1.033332 -0.7 -1.1 -0.6
C 1.068727 -0.777996 0.308782 0.8 0.5 0.9
C -0.478757 -0.010912 0.693245 0.6 0.5 -0.1
C -1.768977 -0.075176 -1.567140 -0.3 0.0 0.0
O 0.637524 2.076464 0.194857 0.4 -0.4 0.0
N 1.374882 -1.818718 0.958399 -0.2 0.3 0.2
H 0.134782 1.934024 -0.622681 -0.2 0.0 0.1
H 2.207578 -2.276878 0.591257 -0.3 0.0 -0.2
H 0.936131 1.113966 1.993687 -0.1 -0.1 -0.1
H 1.605008 -0.328726 -0.525851 -0.5 0.2 -0.2
H -0.908996 -0.582607 1.507170 0.2 -0.1 0.0
H -2.656578 0.552645 -1.445424 0.0 -0.1 0.0
H -1.697963 -0.598574 -2.515087 0.1 0.1 -0.1
```
Forces are in eV/Å.

These are the natural (NBO) partial charges, in e, on atoms 1 to 5: C -0.113; C 0.186; C 0.169; C -0.347; C -0.437

---

C5H7NO | ωB97M-V/def2-TZVPD

- E_LUMO (eV) = 0.87
- relative energy (zero: lowest compared OMol25 entry of this formula, charge and spin) (kJ/mol) = 262.4
- Kohn-Sham gap (eV) = 10.28
- energy (hartree) = -324.62452
- SMILES = O=C[C@H]1[C@H]2CCN21
- net charge = 0

XYZ file:
```
14
Properties=species:S:1:pos:R:3:forces:R:3
O 1.101985 1.052577 1.656557 0.2 0.0 -0.5
C 1.409158 1.154061 0.490256 -0.2 -0.1 0.4
C 0.531330 0.869206 -0.678866 0.1 0.2 0.0
C -0.003850 -0.474021 -1.025743 0.2 -0.3 -0.3
C -0.323350 -1.310037 0.202751 0.0 -0.1 0.0
C -1.293538 -0.169434 0.571367 -0.2 0.0 0.2
N -0.917136 0.633927 -0.647077 -0.2 0.1 0.0
H 2.428457 1.496658 0.207355 -0.1 0.0 0.0
H 0.818553 1.451953 -1.553899 -0.1 0.0 0.2
H 0.042783 -0.832023 -2.051189 0.1 0.0 0.2
H 0.512989 -1.484646 0.885695 -0.1 0.0 -0.1
H -0.811798 -2.258480 -0.029460 0.1 0.2 0.0
H -1.155768 0.328782 1.530050 0.0 0.0 -0.2
H -2.339821 -0.458519 0.442203 0.2 0.1 0.1
```
Forces are in eV/Å.

These are the natural (NBO) partial charges, in e, on atoms 1 to 5: O -0.524; C 0.420; C -0.229; C -0.048; C -0.445